# 1
A molecular structure, C9H25GaO5P at a distorted geometry. Source: the OMol25 dataset; level of theory: wB97M-V/def2-TZVPD.

Geometry (Å):
C (1.48, -2.11, 3.67)
C (2.16, -0.91, 2.98)
C (3.57, -1.37, 2.52)
C (1.35, -0.42, 1.79)
Ga (-0.36, 0.59, 2.29)
C (-1.94, -0.65, 2.68)
C (-2.00, -1.90, 1.82)
O (-2.88, -1.69, 0.69)
H (0.39, -2.03, 3.68)
H (1.80, -2.14, 4.72)
H (1.78, -3.06, 3.23)
H (2.31, -0.14, 3.73)
H (3.59, -2.44, 2.31)
H (4.36, -1.12, 3.23)
H (3.81, -0.88, 1.57)
H (1.97, 0.31, 1.25)
H (1.19, -1.23, 1.07)
H (-0.03, 1.41, 3.66)
H (-0.75, 1.72, 1.19)
H (-1.95, -0.96, 3.73)
H (-2.87, -0.11, 2.50)
H (-1.01, -2.20, 1.45)
H (-2.38, -2.75, 2.39)
H (-2.54, -2.18, -0.06)
C (-0.44, 0.33, -1.40)
O (-0.79, 0.53, -2.80)
P (0.32, 1.12, -3.74)
O (1.68, 0.68, -3.47)
O (0.14, 2.71, -3.40)
C (-1.04, 3.26, -2.84)
O (0.11, 1.24, -5.33)
C (-1.22, 1.31, -5.86)
H (-1.37, 0.19, -0.87)
H (0.18, -0.56, -1.28)
H (0.07, 1.20, -1.01)
H (-0.90, 3.43, -1.77)
H (-1.91, 2.62, -2.98)
H (-1.22, 4.22, -3.32)
H (-1.72, 2.21, -5.52)
H (-1.80, 0.43, -5.58)
H (-1.13, 1.34, -6.95)

charge: -1
E_HOMO: -4.650 eV
gap between HOMO and LUMO: 0.26586 Ha
multiplicity: 1

=====

# 2
A molecular structure, C9H25IN2O11PS4. Source: the OMol25 dataset; level of theory: wB97M-V/def2-TZVPD.

Geometry (Å):
C (0.30, 1.97, 1.60)
C (0.55, 0.70, 0.78)
I (-1.34, -0.28, 0.33)
C (1.45, -0.31, 1.45)
S (3.08, 0.35, 1.86)
O (3.92, -0.81, 2.04)
O (2.92, 1.23, 3.00)
N (3.43, 1.12, 0.51)
S (4.12, 2.53, 0.44)
O (5.47, 2.57, 0.97)
O (3.26, 3.64, 0.86)
P (4.38, 2.65, -1.74)
N (4.02, 4.34, -1.78)
O (2.97, 2.07, -2.34)
H (-0.68, 2.39, 1.39)
H (1.06, 2.71, 1.36)
H (0.38, 1.75, 2.66)
H (0.97, 0.95, -0.19)
H (1.03, -0.67, 2.39)
H (1.66, -1.16, 0.80)
H (4.28, 4.82, -0.92)
H (4.48, 4.78, -2.57)
H (2.21, 2.53, -1.96)
O (1.90, -1.74, -2.67)
S (1.87, -2.95, -1.92)
O (2.15, -2.94, -0.52)
O (2.84, -4.01, -2.63)
C (4.19, -3.54, -2.89)
C (5.04, -3.45, -1.64)
C (0.35, -3.78, -2.18)
H (4.13, -2.58, -3.41)
H (4.58, -4.28, -3.59)
H (4.68, -2.68, -0.96)
H (6.06, -3.20, -1.93)
H (5.05, -4.40, -1.11)
H (0.14, -3.82, -3.25)
H (-0.40, -3.18, -1.66)
H (0.41, -4.78, -1.75)
O (-5.56, 0.95, -0.40)
S (-5.85, 1.55, 0.87)
O (-4.85, 1.57, 1.88)
O (-7.18, 0.90, 1.44)
C (-7.22, -0.55, 1.50)
C (-6.38, -1.12, 2.62)
C (-6.47, 3.18, 0.63)
H (-6.91, -0.95, 0.53)
H (-8.27, -0.78, 1.64)
H (-5.32, -0.93, 2.46)
H (-6.54, -2.19, 2.68)
H (-6.66, -0.67, 3.58)
H (-7.25, 3.15, -0.13)
H (-5.62, 3.78, 0.30)
H (-6.85, 3.55, 1.58)

charge: -1
E_HOMO: -5.533 eV
gap between HOMO and LUMO: 0.27090 Ha
multiplicity: 1

=====

# 3
A molecular structure, C9H25IP2Sr at a distorted geometry. Source: the OMol25 dataset; level of theory: wB97M-V/def2-TZVPD.

Geometry (Å):
C (0.96, -1.28, -5.89)
C (0.95, 0.21, -6.21)
H (1.99, -1.67, -5.86)
H (0.43, -1.85, -6.67)
H (0.48, -1.51, -4.93)
H (1.31, 0.80, -5.37)
H (1.59, 0.43, -7.07)
H (-0.06, 0.55, -6.47)
Sr (0.46, -0.47, -0.62)
C (-0.62, 1.21, -2.15)
H (0.14, 1.92, -2.51)
H (-1.51, 1.71, -1.75)
H (-0.89, 0.50, -2.95)
I (0.00, -3.13, -2.22)
C (-1.23, -2.14, 1.51)
P (-2.24, -0.60, 1.26)
C (-2.95, -0.70, 2.94)
C (-1.35, 1.11, 1.70)
C (-0.19, 1.48, 2.63)
P (1.49, 1.00, 1.98)
C (2.61, 2.01, 3.05)
C (1.58, -0.60, 2.91)
H (-0.89, -2.26, 2.56)
H (-0.45, -2.37, 0.76)
H (-1.97, -2.95, 1.33)
H (-2.11, -0.74, 3.64)
H (-3.56, 0.19, 3.14)
H (-3.55, -1.61, 3.04)
H (-1.16, 1.54, 0.70)
H (-2.23, 1.63, 2.12)
H (-0.13, 2.59, 2.70)
H (-0.30, 1.08, 3.66)
H (2.35, 1.91, 4.12)
H (3.65, 1.68, 2.89)
H (2.59, 3.08, 2.77)
H (1.69, -0.35, 3.98)
H (0.68, -1.20, 2.73)
H (2.46, -1.18, 2.57)

energy above the lowest of the compared OMol25 structures with the same formula, charge and spin: 11.46 kcal per mole
charge: 0
E_HOMO: -6.941 eV
gap between HOMO and LUMO: 0.24865 Ha
multiplicity: 1

=====

# 4
2 unconnected molecules or ions with the total composition C9H25NO5P2. Source: the OMol25 dataset; level of theory: wB97M-V/def2-TZVPD.

Geometry (Å):
C (0.07, -3.07, 1.82)
C (-0.93, -2.16, 2.56)
C (-0.28, -0.93, 3.19)
C (0.25, 0.12, 2.20)
O (-0.11, -0.23, 0.84)
P (-0.13, 0.74, -0.40)
C (-1.87, 1.20, -0.59)
N (-2.46, 1.59, 0.67)
C (0.43, -0.07, -1.88)
C (1.26, -1.36, -1.64)
C (0.52, -2.65, -2.03)
C (0.97, 2.13, -0.07)
P (0.56, 3.70, -0.87)
O (0.57, 3.54, -2.32)
O (-0.85, 4.11, -0.24)
O (1.65, 4.67, -0.23)
H (-0.08, -4.12, 2.09)
H (-0.02, -2.99, 0.74)
H (1.10, -2.81, 2.08)
H (-1.42, -2.70, 3.36)
H (-1.72, -1.84, 1.87)
H (-0.99, -0.44, 3.86)
H (0.56, -1.26, 3.81)
H (1.34, 0.19, 2.23)
H (-0.17, 1.11, 2.42)
H (-1.91, 2.00, -1.33)
H (-2.32, 0.30, -1.06)
H (-3.46, 1.76, 0.56)
H (-2.37, 0.84, 1.35)
H (0.98, 0.69, -2.44)
H (-0.46, -0.30, -2.47)
H (2.13, -1.28, -2.30)
H (1.64, -1.39, -0.61)
H (-0.51, -2.45, -2.33)
H (0.51, -3.39, -1.23)
H (1.11, -2.97, -2.94)
H (1.91, 1.84, -0.55)
H (1.17, 2.27, 0.99)
H (-0.97, 4.99, 0.15)
H (1.37, 5.53, 0.10)
O (1.81, -2.71, -4.46)
H (1.09, -2.23, -4.90)

energy above the lowest of the compared OMol25 structures with the same formula, charge and spin: 0.00 kcal per mole
charge: 0
E_HOMO: -5.050 eV
gap between HOMO and LUMO: 0.15321 Ha
multiplicity: 1

=====

# 5
A molecular structure, C9H26AsF6KN2O3 at a distorted geometry. Source: the OMol25 dataset; level of theory: wB97M-V/def2-TZVPD.

Geometry (Å):
K (-0.54, -0.55, -0.65)
As (-1.55, -0.98, 3.59)
F (-1.54, -1.06, 5.39)
F (-0.70, -2.53, 3.50)
F (-1.59, -0.89, 1.82)
F (-2.42, 0.64, 3.60)
F (-0.02, 0.03, 3.60)
F (-3.09, -1.85, 3.64)
C (-1.29, 2.12, -3.05)
O (-2.09, 1.68, -1.93)
H (-1.93, 2.54, -3.83)
H (-0.64, 2.92, -2.71)
H (-0.84, 1.23, -3.48)
H (-2.87, 1.18, -2.18)
C (-0.04, -3.27, -4.43)
C (-0.38, -2.81, -3.08)
C (0.55, -3.38, -2.07)
O (-0.04, -3.27, -0.82)
C (0.75, -3.63, 0.23)
N (-0.27, -1.32, -3.22)
H (0.96, -2.91, -4.68)
H (-0.71, -2.97, -5.24)
H (-0.01, -4.36, -4.45)
H (-1.39, -3.13, -2.85)
H (1.54, -2.92, -2.11)
H (0.60, -4.45, -2.24)
H (0.21, -3.49, 1.17)
H (1.65, -3.02, 0.29)
H (1.12, -4.66, 0.19)
H (-0.47, -1.04, -4.17)
H (0.71, -1.06, -3.13)
C (-0.56, 3.88, 2.30)
C (0.10, 2.93, 1.38)
C (1.40, 2.18, 1.82)
O (2.31, 3.15, 2.46)
C (3.65, 2.68, 2.59)
N (-0.83, 1.94, 0.97)
H (-1.37, 4.46, 1.86)
H (0.11, 4.58, 2.81)
H (-1.11, 3.29, 3.03)
H (0.36, 3.57, 0.54)
H (1.81, 1.64, 0.97)
H (1.25, 1.39, 2.56)
H (4.33, 3.51, 2.75)
H (4.00, 2.17, 1.69)
H (3.77, 1.88, 3.32)
H (-1.30, 1.53, 1.77)
H (-1.58, 2.40, 0.47)

charge: +1
<S²>: 0.75
E_HOMO (alpha / beta): -13.069 / -13.069 eV
gap between HOMO and LUMO (alpha / beta): 0.35580 / 0.14928 Ha
multiplicity: 2

=====

# 6
A molecular structure, C9H26B2FN4O13Tl2 at a distorted geometry. Source: the OMol25 dataset; level of theory: wB97M-V/def2-TZVPD.

Geometry (Å):
Tl (14.26, 19.86, -3.83)
Tl (12.85, 24.29, -1.89)
B (13.26, 21.40, -1.38)
H (12.15, 21.64, -1.26)
H (13.63, 21.98, -2.34)
H (13.88, 21.75, -0.49)
H (13.31, 20.26, -1.54)
B (13.05, 22.57, -4.41)
H (13.33, 22.14, -5.42)
H (12.25, 21.87, -3.96)
H (14.00, 22.63, -3.75)
H (12.62, 23.64, -4.39)
C (18.10, 23.37, -2.35)
C (16.53, 23.10, -2.53)
O (16.19, 22.03, -3.07)
O (15.81, 24.05, -2.24)
H (18.69, 22.46, -2.49)
H (18.37, 23.84, -1.40)
H (18.48, 24.03, -3.14)
C (20.50, 26.45, -2.10)
C (19.46, 26.86, -1.09)
O (18.33, 27.31, -1.74)
C (18.55, 27.10, -3.07)
O (17.77, 27.45, -3.91)
O (19.73, 26.46, -3.29)
F (19.89, 27.84, -0.26)
H (20.98, 25.52, -1.81)
H (21.33, 27.16, -2.11)
H (19.31, 26.01, -0.40)
C (18.29, 19.00, -1.21)
N (16.89, 19.21, -0.64)
O (16.79, 19.27, 0.55)
O (15.90, 19.26, -1.40)
H (18.34, 18.06, -1.75)
H (18.98, 19.05, -0.37)
H (18.40, 19.88, -1.84)
C (18.58, 20.89, -5.48)
N (17.52, 21.56, -6.31)
O (16.36, 21.31, -5.97)
O (17.85, 22.19, -7.27)
H (18.65, 19.95, -6.04)
H (18.24, 20.63, -4.48)
H (19.48, 21.49, -5.55)
C (16.49, 25.02, -5.79)
N (15.03, 25.29, -5.79)
O (14.56, 25.71, -4.78)
O (14.49, 25.12, -6.88)
H (16.94, 24.72, -6.74)
H (16.86, 24.34, -5.03)
H (16.98, 25.99, -5.71)
C (23.02, 22.78, -4.59)
N (21.67, 23.30, -4.20)
O (21.32, 22.99, -3.07)
O (20.95, 23.79, -5.03)
H (23.60, 23.54, -5.11)
H (22.91, 21.92, -5.25)
H (23.47, 22.24, -3.75)

charge: +3
E_HOMO: -19.095 eV
gap between HOMO and LUMO: 0.10401 Ha
multiplicity: 1

=====

# 7
A molecular structure, C9H26BiClINOP2 at a distorted geometry. Source: the OMol25 dataset; level of theory: wB97M-V/def2-TZVPD.

Geometry (Å):
C (2.19, -1.56, -2.11)
I (2.55, -0.31, 2.66)
H (1.36, -1.51, -2.83)
H (2.47, -2.61, -1.91)
H (3.06, -0.98, -2.43)
Bi (1.39, -0.60, -0.15)
P (-0.48, -2.69, 0.51)
C (0.02, -3.47, 2.08)
C (-2.27, -2.40, 0.77)
H (-2.77, -3.36, 0.97)
H (-1.07, -4.90, -0.26)
H (-2.68, -1.93, -0.13)
H (-1.02, -3.70, -1.61)
H (-0.15, -2.73, 2.88)
H (-2.41, -1.72, 1.63)
C (-0.52, -4.06, -0.70)
H (-0.60, -4.36, 2.23)
H (0.51, -4.37, -0.93)
H (1.08, -3.74, 2.04)
P (1.19, 2.17, -1.02)
C (2.36, 3.20, -0.06)
C (1.67, 2.48, -2.76)
H (-1.13, 2.64, -1.50)
H (-0.18, 4.15, -1.32)
H (-0.69, 3.23, 0.13)
C (-0.35, 3.15, -0.92)
H (0.90, 2.03, -3.41)
H (1.73, 3.56, -2.92)
H (2.41, 4.19, -0.52)
H (3.35, 2.73, -0.06)
H (2.64, 2.01, -2.98)
H (1.99, 3.27, 0.98)
Cl (-0.93, -0.25, -1.68)
C (-1.56, 1.60, 3.51)
C (-1.38, 1.07, 2.12)
N (-2.40, 1.18, 1.23)
O (-0.31, 0.54, 1.78)
H (-2.56, 2.03, 3.67)
H (-0.80, 2.36, 3.72)
H (-1.40, 0.79, 4.24)
H (-2.26, 0.81, 0.29)
H (-3.28, 1.63, 1.47)

energy above the lowest of the compared OMol25 structures with the same formula, charge and spin: 42.86 kcal per mole
charge: +2
E_HOMO (alpha / beta): -15.576 / -15.350 eV
gap between HOMO and LUMO (alpha / beta): 0.19935 / 0.20393 Ha
multiplicity: 1

=====

# 8
5 unconnected molecules or ions with the total composition C9H26Br3N2O2 at a distorted geometry. Source: the OMol25 dataset; level of theory: wB97M-V/def2-TZVPD.

Geometry (Å):
C (-3.15, 0.51, 2.77)
C (-2.42, -0.23, 1.62)
C (-1.27, -1.16, 1.96)
O (-0.11, -0.41, 2.30)
C (1.07, -1.27, 2.33)
N (-3.54, -1.02, 0.76)
H (-3.61, -1.97, 1.10)
H (-4.43, -0.55, 0.77)
H (-3.20, -1.19, -0.18)
H (-4.06, 1.00, 2.43)
H (-2.39, 1.21, 3.11)
H (-3.35, -0.19, 3.59)
H (-2.08, 0.45, 0.84)
H (-1.01, -1.76, 1.09)
H (-1.48, -1.78, 2.83)
H (1.29, -1.65, 1.33)
H (1.09, -2.08, 3.05)
H (1.91, -0.66, 2.68)
C (2.09, 2.61, -1.44)
N (1.66, 1.20, -1.88)
C (0.75, 0.64, -0.77)
C (0.73, 1.45, -3.03)
C (2.80, 0.14, -2.21)
C (3.94, 0.03, -1.16)
O (3.42, -0.26, 0.16)
H (2.29, 3.12, -2.38)
H (2.93, 2.54, -0.74)
H (1.22, 3.15, -1.07)
H (-0.28, 1.00, -0.81)
H (1.05, 0.81, 0.27)
H (0.71, -0.44, -0.87)
H (1.21, 2.04, -3.81)
H (-0.25, 1.90, -2.83)
H (0.51, 0.49, -3.49)
H (3.11, 0.43, -3.21)
H (2.32, -0.84, -2.26)
H (4.65, 0.86, -1.20)
H (4.47, -0.80, -1.63)
H (3.83, -1.08, 0.44)
Br (-2.51, -0.72, -2.50)
Br (-2.67, -4.71, 1.24)
Br (-7.26, -0.78, 0.81)

charge: -1
E_HOMO: -3.773 eV
gap between HOMO and LUMO: 0.17108 Ha
multiplicity: 1

=====

# 9
A molecular structure, C9H26GaN2O5P2 at a distorted geometry. Source: the OMol25 dataset; level of theory: wB97M-V/def2-TZVPD.

Geometry (Å):
C (1.50, 0.68, 0.52)
C (1.35, -0.93, 0.76)
C (2.71, -1.43, 1.59)
C (1.32, -1.83, -0.62)
C (2.63, -1.50, -1.59)
C (-0.11, -1.82, -1.42)
O (-0.89, -0.58, -1.28)
Ga (-2.23, -0.71, 0.07)
P (-4.11, -1.97, -0.59)
C (-5.74, -1.01, -0.13)
C (-4.15, -3.51, 0.60)
P (-2.79, 1.54, 0.61)
O (-1.88, 2.51, -0.29)
O (-2.44, 1.82, 2.30)
O (-4.45, 1.93, 0.24)
H (0.83, 1.13, -0.33)
H (1.21, 1.27, 1.52)
H (2.62, 0.97, 0.29)
H (0.45, -1.15, 1.49)
H (2.49, -1.17, 2.72)
H (3.70, -0.95, 1.18)
H (2.77, -2.61, 1.53)
H (1.49, -2.96, -0.27)
H (2.53, -1.92, -2.67)
H (3.55, -2.02, -1.05)
H (2.88, -0.36, -1.66)
H (0.16, -1.93, -2.57)
H (-0.75, -2.80, -1.16)
H (-1.72, -1.36, 1.44)
H (-5.65, -0.78, 1.04)
H (-5.87, -0.02, -0.76)
H (-6.65, -1.74, -0.28)
H (-5.24, -3.93, 0.73)
H (-3.36, -4.32, 0.29)
H (-3.79, -3.08, 1.65)
H (-1.73, 2.53, 2.30)
H (-4.63, 1.96, -0.75)
C (4.27, 3.49, -0.66)
O (4.30, 2.27, -0.61)
N (3.34, 4.22, -0.01)
N (5.16, 4.22, -1.36)
H (3.29, 5.22, -0.04)
H (2.65, 3.71, 0.53)
H (5.87, 3.71, -1.86)
H (5.14, 5.22, -1.41)

charge: -1
E_HOMO: -3.992 eV
gap between HOMO and LUMO: 0.23613 Ha
multiplicity: 1

=====

# 10
A molecular structure, C9H26N10O13Zn2 at a distorted geometry. Source: the OMol25 dataset; level of theory: wB97M-V/def2-TZVPD.

Geometry (Å):
Zn (-2.03, -1.32, -0.69)
Zn (-1.19, 0.69, 1.17)
C (-3.57, 0.13, 1.02)
O (-2.89, 0.50, 0.05)
O (-3.06, 0.72, 1.97)
O (-3.22, -1.04, 1.00)
C (0.36, -0.63, -0.31)
O (0.41, 0.49, 0.07)
O (-0.25, -0.67, -1.33)
O (-0.42, -1.11, 0.52)
C (-2.30, -4.37, 0.09)
O (-2.23, -3.34, -0.59)
N (-1.74, -4.48, 1.32)
N (-2.75, -5.53, -0.26)
H (-1.96, -5.30, 1.87)
H (-1.04, -3.81, 1.60)
H (-2.77, -6.34, 0.35)
H (-3.40, -5.47, -1.03)
C (0.42, -3.34, -3.80)
O (0.47, -4.37, -4.46)
N (-0.26, -3.19, -2.70)
N (1.08, -2.29, -4.08)
H (-0.22, -2.30, -2.23)
H (-0.87, -3.95, -2.44)
H (0.84, -1.45, -3.57)
H (1.77, -2.31, -4.81)
C (-0.76, 3.76, 1.21)
O (-1.19, 2.67, 0.84)
N (-1.50, 4.57, 1.94)
N (0.40, 4.23, 0.94)
H (-2.39, 4.22, 2.28)
H (-1.26, 5.55, 2.00)
H (1.08, 3.48, 0.96)
H (0.66, 5.14, 1.29)
C (3.91, 0.71, 1.12)
O (5.14, 0.80, 1.18)
N (3.20, 1.44, 0.40)
N (3.24, -0.13, 1.81)
H (2.23, 1.22, 0.25)
H (3.65, 2.05, -0.28)
H (3.64, -0.57, 2.63)
H (2.25, 0.06, 1.91)
C (0.38, 0.48, 3.96)
O (-0.08, 0.86, 2.88)
N (0.64, 1.30, 4.94)
N (0.68, -0.70, 4.22)
H (0.77, 0.94, 5.87)
H (0.51, 2.28, 4.74)
H (0.91, -0.90, 5.18)
H (0.18, -1.47, 3.79)
C (0.83, 2.40, -2.93)
C (0.18, 1.93, -4.25)
O (-0.86, 2.76, -4.67)
O (1.61, 1.51, -2.23)
H (0.10, 2.76, -2.21)
H (1.46, 3.26, -3.16)
H (-0.33, 1.03, -3.92)
H (0.90, 1.73, -5.04)
H (-0.49, 3.62, -4.88)
H (1.11, 1.08, -1.53)

energy above the lowest of the compared OMol25 structures with the same formula, charge and spin: 149.32 kcal per mole
charge: 0
E_HOMO: -7.250 eV
gap between HOMO and LUMO: 0.24517 Ha
multiplicity: 1

=====

Taking the records one at a time from the top gives total energy values of -81642.213, -95973.093, -37251.961, -40042.617, -112339.475, -55734.251, -58318.254, -226957.558, -93926.794, -148103.165 eV.